(1)
169
Properties=species:S:1:pos:R:3 method="wB97M-V/def2-TZVPD" largest_force_ev_per_a=5.32 spin_multiplicity=4 e_lumo_ev="-1.861 / -3.814" e_homo_ev="-10.26 / -10.21" total_charge=+1
Ni -0.45086 -2.19343 2.43483
C -1.06083 -1.26517 7.37542
C -1.79509 -1.18610 6.01789
C -3.13881 -0.43348 6.12165
C -3.14224 1.09606 6.15386
C -2.40119 1.57811 4.89412
C -0.95641 0.99302 4.68070
N -0.96210 -0.51420 4.93716
O 0.17711 -1.18681 4.31152
C 0.04018 1.70155 5.63445
C -0.65643 1.29493 3.20275
C -2.29892 -2.60322 5.77925
H -1.64951 -1.89193 8.04529
H -0.78010 -0.29324 7.78117
H -0.03926 -1.62144 7.24282
H -3.64116 -0.66866 7.05996
H -3.76275 -0.66093 5.25732
H -2.39004 1.36937 6.89387
H -4.13134 1.47374 6.41291
H -2.34226 2.66582 4.85517
H -3.02884 1.34954 4.03277
H -0.04687 2.78397 5.54013
H 1.01528 1.28247 5.38614
H -0.19605 1.39909 6.65464
H -1.12524 0.66896 2.44348
H 0.39520 1.16359 2.94793
H -0.90346 2.33040 2.96851
H -1.61597 -3.43407 5.95633
H -2.59487 -2.63617 4.73070
H -3.25642 -2.81410 6.25552
C -1.35347 -0.25583 -1.34527
C -0.01037 -0.63401 -0.62320
C 1.02183 0.50729 -0.77600
O -0.24331 -1.04690 0.73918
H -2.07336 -1.07405 -1.36486
H -1.22406 0.14764 -2.34954
H -1.90684 0.60378 -0.96721
H 0.33625 -1.48104 -1.21523
H 1.90085 0.26593 -0.17837
H 0.58751 1.46092 -0.47592
H 1.43936 0.68254 -1.76750
C 3.30439 9.35022 -4.48566
O 2.31533 9.11206 -3.57306
C 1.69053 7.80338 -3.60063
C 2.74823 6.73006 -3.02759
O 2.48027 5.36869 -3.11506
C 1.91229 4.64763 -2.04199
C 3.02404 4.07153 -1.07112
O 3.82471 5.07093 -0.36215
C 3.06863 5.85935 0.49592
H 3.82837 10.29549 -4.34418
H 2.82414 9.30105 -5.46291
H 4.17188 8.72829 -4.70644
H 1.66527 7.57872 -4.66692
H 0.74077 7.87228 -3.07025
H 2.95573 6.89151 -1.96977
H 3.68120 6.64086 -3.58411
H 1.22664 3.92085 -2.47762
H 1.23016 5.39305 -1.63313
H 3.56980 3.51919 -1.83609
H 2.50010 3.33254 -0.46493
H 2.46250 5.25725 1.17282
H 2.45818 6.60558 -0.01258
H 3.74697 6.50139 1.05783
C -4.17222 2.67965 -2.66650
O -5.51494 2.62141 -3.04060
C -6.43052 2.42858 -1.93809
C -7.81274 2.49636 -2.56450
O -8.85649 2.57795 -1.61806
C -9.11431 1.46065 -0.81054
C -10.31631 1.82771 0.09115
O -10.03129 2.85868 1.07348
C -11.05406 3.09815 2.06089
H -3.51039 2.54434 -3.52193
H -3.98979 1.79054 -2.06294
H -3.84103 3.59882 -2.18324
H -6.34227 3.30532 -1.29649
H -6.28171 1.46548 -1.44984
H -7.85082 1.58904 -3.16733
H -7.83808 3.42203 -3.13947
H -8.30322 1.14992 -0.15199
H -9.33942 0.56225 -1.38527
H -10.66807 0.98056 0.67997
H -11.12063 2.07685 -0.60103
H -10.97997 2.17365 2.63352
H -11.97390 3.49825 1.63436
H -10.59244 3.89566 2.64309
C 4.04244 -3.77753 -4.34990
O 2.83759 -3.69035 -3.74651
C 2.39730 -2.44568 -3.29984
C 2.00407 -1.42823 -4.35887
O 3.09435 -0.94301 -5.11141
C 3.04197 0.29235 -5.81115
C 3.91792 0.24159 -6.95831
O 5.30817 -0.10871 -6.63978
C 5.81193 -1.31715 -7.21104
H 4.16192 -3.21712 -5.27713
H 4.48628 -4.77140 -4.29227
H 4.72973 -3.26471 -3.67705
H 3.05297 -1.93057 -2.59780
H 1.48690 -2.51149 -2.70408
H 1.40912 -0.62591 -3.92253
H 1.39073 -1.86340 -5.14789
H 3.45179 1.01142 -5.10187
H 2.04226 0.61374 -6.10338
H 3.74191 1.11276 -7.58932
H 3.40083 -0.48058 -7.59013
H 5.48979 -2.18796 -6.64005
H 6.89249 -1.44536 -7.27477
H 5.48280 -1.26335 -8.24877
C 8.95400 -3.14794 -0.14389
O 9.12766 -2.61366 1.14393
C 8.03050 -2.57928 2.02942
C 7.01666 -1.64407 1.46316
O 6.26038 -2.13886 0.37562
C 5.67283 -1.21817 -0.53390
C 4.50130 -0.45626 0.19065
O 4.68523 -0.23251 1.61339
C 3.64420 0.31274 2.37251
H 8.24663 -2.57569 -0.74410
H 8.67940 -4.20009 -0.06854
H 9.89868 -3.24342 -0.67919
H 8.41514 -2.34785 3.02270
H 7.60723 -3.55962 2.24826
H 7.45433 -0.66911 1.24868
H 6.28962 -1.59948 2.27404
H 5.39469 -1.71149 -1.46523
H 6.52474 -0.56047 -0.70649
H 3.62101 -1.03570 -0.08764
H 4.22180 0.45682 -0.33495
H 3.94232 0.45667 3.41102
H 2.66668 -0.14650 2.22535
H 3.64780 1.39029 2.20823
C 2.57427 -3.22017 1.68173
O 1.55830 -2.84399 2.24668
N 2.83777 -4.23995 0.87104
C 4.09584 -4.42118 0.18319
C 1.84079 -5.32337 0.60722
H 3.44686 -2.55920 1.56379
H 4.22916 -5.35471 -0.36349
H 4.87900 -4.13857 0.88668
H 4.42329 -3.59079 -0.44236
H 0.96761 -5.15786 1.23830
H 1.45004 -5.45281 -0.40206
H 2.17894 -6.33185 0.84536
C -3.60690 -1.15277 1.68962
O -2.80489 -2.05272 2.16002
N -4.91136 -1.25833 1.53693
C -5.58638 -2.59877 1.68013
C -5.88180 -0.18238 1.21835
H -3.27322 -0.13713 1.42632
H -5.05418 -3.29072 2.33286
H -5.58304 -2.97069 0.65555
H -6.64597 -2.62955 1.93393
H -6.50336 -0.41734 0.35431
H -6.50074 -0.37815 2.09395
H -5.49462 0.83052 1.32888
C -1.84768 -4.13422 0.20570
O -1.02619 -3.86842 1.04116
N -2.26946 -5.35487 -0.12431
C -3.47170 -5.65256 -0.89734
C -1.56345 -6.58790 0.10705
H -2.46757 -3.31414 -0.18852
H -4.04014 -4.79702 -1.26210
H -4.10370 -6.35943 -0.35974
H -3.16041 -6.02184 -1.87449
H -0.67894 -6.45006 0.72894
H -2.16286 -7.35559 0.59640
H -1.25201 -7.04492 -0.83222

(2)
163
Properties=species:S:1:pos:R:3 method="wB97M-V/def2-TZVPD" largest_force_ev_per_a=2.97 spin_multiplicity=1 e_lumo_ev=-0.131 e_homo_ev=-8.58
C 0.78167 -2.37357 -0.41504
C 0.36384 -1.44150 0.77827
C 0.29156 0.07929 0.40966
C -0.58378 0.42649 -0.85297
Si -2.37188 0.98292 -0.40214
C -3.14486 1.71554 -1.97384
C -3.91198 3.08817 -1.79230
O -5.12171 3.13137 -2.58295
C -2.15927 2.31844 0.95900
C -0.92087 3.25641 0.73402
C -0.92456 4.05955 -0.60992
C 0.47510 4.80265 -0.70671
C 0.65577 5.21889 -2.20828
C 1.12244 3.99352 -3.07804
C 0.45867 3.97574 -4.50157
C 0.45092 2.54524 -5.15725
C 1.70255 1.67023 -4.79805
C 1.87618 0.44235 -5.77092
C 2.60157 -0.77624 -5.06321
O 3.37755 -0.35740 -3.92248
C 2.72090 -0.87372 -2.76039
O -3.15246 -0.35184 0.31897
Si -3.90515 -1.49335 -0.66899
C -3.26635 -1.75608 -2.43324
C -2.34403 -3.02601 -2.65495
C -1.14358 -2.69728 -3.61663
F -3.09956 -3.98347 -3.36763
P -3.93649 -3.39648 0.54440
O -2.29392 -3.73011 0.93687
Br -4.78254 -5.08529 -0.70325
P -6.07872 -0.95121 -0.81980
N -6.63512 -0.80893 0.66849
O -6.34688 0.51855 -1.57297
O -6.83482 -2.17511 -1.68586
H 1.69846 -2.96099 -0.15610
H 1.03052 -1.80865 -1.33631
H -0.02232 -3.13241 -0.56948
H -0.57642 -1.74724 1.28503
H 1.17034 -1.53512 1.55028
H -0.05700 0.61414 1.32862
H 1.32115 0.48053 0.22283
H -0.70173 -0.44670 -1.53676
H -0.13109 1.24506 -1.47226
H -3.82948 1.05627 -2.54856
H -2.29351 1.94903 -2.66863
H -3.25878 3.90356 -2.19120
H -4.16984 3.32160 -0.73903
H -5.77645 3.50514 -1.98963
H -1.95082 1.73979 1.90122
H -3.09404 2.88658 1.17393
H 0.06253 2.74979 0.82395
H -0.94604 4.02009 1.55472
H -1.70094 4.85690 -0.56456
H -0.98050 3.43232 -1.52408
H 1.29807 4.10198 -0.41273
H 0.51205 5.68936 -0.03911
H -0.36124 5.50422 -2.58570
H 1.32563 6.09872 -2.32420
H 2.22567 4.04603 -3.23891
H 0.93067 3.05448 -2.51137
H -0.59600 4.32990 -4.47969
H 1.04626 4.65476 -5.16612
H -0.46566 1.97699 -4.85010
H 0.39251 2.63872 -6.26581
H 2.64152 2.26947 -4.85353
H 1.59528 1.35879 -3.73744
H 0.87862 0.09034 -6.12867
H 2.49882 0.74440 -6.63912
H 3.31493 -1.27526 -5.76019
H 1.82765 -1.52942 -4.77719
H 1.66790 -0.49041 -2.69456
H 2.68559 -1.99358 -2.77165
H 3.22723 -0.55390 -1.82123
H -4.16312 -1.95865 -3.07976
H -2.73075 -0.91199 -2.91914
H -2.02213 -3.50350 -1.70948
H -1.60591 -2.36996 -4.57078
H -0.47461 -1.91396 -3.20844
H -0.54667 -3.62492 -3.74639
H -2.08567 -4.64740 0.71610
H -5.88447 -0.95874 1.34475
H -6.54557 0.33285 -2.50610
H -7.29361 -2.75943 -1.06812
C -3.66662 -1.10257 3.79472
C -3.75974 -0.12922 4.96317
C -3.99131 -0.81817 6.30754
C -5.30191 -1.59977 6.42115
C -6.56854 -0.78170 6.16947
C -6.76543 0.34688 7.17480
H -4.59663 -1.65956 3.65792
H -3.46766 -0.56123 2.86657
H -2.85518 -1.81916 3.94699
H -4.54724 0.60480 4.76849
H -2.82329 0.43565 5.02135
H -3.94658 -0.06514 7.10024
H -3.16128 -1.50667 6.50149
H -5.35605 -2.03964 7.42309
H -5.28464 -2.44429 5.72532
H -7.43020 -1.45370 6.22736
H -6.56576 -0.37448 5.15451
H -6.81488 -0.04323 8.19433
H -7.69967 0.87488 6.97180
H -5.95674 1.07894 7.12478
C 6.79742 2.92994 -10.71190
C 6.67646 3.94022 -9.57742
C 6.40262 3.29509 -8.21874
C 5.08446 2.52385 -8.11915
C 3.82935 3.33866 -8.43289
C 3.60806 4.49863 -7.46983
H 5.86967 2.37336 -10.85838
H 7.02619 3.43976 -11.65030
H 7.59972 2.21542 -10.51321
H 5.89923 4.67152 -9.81757
H 7.61321 4.50174 -9.51000
H 6.42893 4.07232 -7.44875
H 7.22214 2.60937 -7.97950
H 4.99882 2.11585 -7.10566
H 5.11731 1.65779 -8.78762
H 2.96291 2.67136 -8.37862
H 3.86290 3.71393 -9.45960
H 3.52764 4.13895 -6.44066
H 2.68132 5.02157 -7.71744
H 4.41978 5.22693 -7.51840
C 5.91920 -6.47372 3.11384
C 5.72966 -5.52639 1.93531
C 4.34642 -4.87675 1.89720
C 3.17559 -5.84898 1.73391
C 3.23411 -6.73353 0.48796
C 3.19326 -5.94153 -0.81297
H 5.22557 -7.31574 3.07155
H 6.93203 -6.88221 3.11222
H 5.76890 -5.95132 4.06157
H 5.92872 -6.05810 1.00034
H 6.48117 -4.73383 2.00138
H 4.32550 -4.14162 1.08615
H 4.19572 -4.30761 2.82061
H 2.24580 -5.26930 1.71459
H 3.10853 -6.49082 2.61761
H 2.37768 -7.41467 0.50824
H 4.12721 -7.36430 0.50717
H 2.28463 -5.33680 -0.87061
H 3.20041 -6.62043 -1.66852
H 4.05597 -5.27948 -0.91062
C 2.09650 1.15336 9.65272
C 0.91067 0.86230 10.56454
C 0.06013 -0.31750 10.09370
C -0.60725 -0.13402 8.72852
C -1.51991 1.08659 8.61015
C -2.71198 1.04080 9.55883
H 1.77457 1.43516 8.64828
H 2.68758 1.98034 10.05232
H 2.74965 0.28112 9.57278
H 0.29560 1.76108 10.66612
H 1.28897 0.63674 11.56628
H -0.70517 -0.52259 10.84863
H 0.68785 -1.21396 10.05299
H -1.18885 -1.03487 8.50439
H 0.16163 -0.07449 7.95184
H -1.89473 1.13870 7.58288
H -0.95292 2.00706 8.77636
H -3.31844 0.14952 9.38042
H -3.34877 1.91558 9.40810
H -2.39718 1.04001 10.60415